Density functional theory data (ωB97M-V/def2-TZVPD) for a molecular structure, C7H11NO at a distorted geometry.

```
20
C7H11NO (ωB97M-V/def2-TZVPD)
C -0.578 -1.995 1.098
C -0.620 -0.467 1.219
C -0.841 0.492 -0.039
C -1.468 -0.087 -1.316
C -0.618 -0.423 -2.270
C 1.386 1.069 0.841
C 1.792 2.011 -0.112
H 0.564 -2.304 1.361
H -0.967 -2.356 0.122
H -1.307 -2.789 1.996
H -0.758 -0.350 2.308
H -1.291 1.519 0.294
H -2.608 -0.255 -1.238
H -1.213 -1.025 -3.074
H 0.422 -0.220 -2.224
H 2.350 1.376 -0.788
H 0.840 2.143 -0.724
H 2.417 2.753 0.319
N 0.452 0.157 0.347
O 2.046 0.750 1.879
```

**DFT total energy**: -403.1537 Ha
**Charge**: 0
**Frontier orbital gap**: 10.361 eV

natural (NBO) atomic charge list, values in e, 4 entries: number 1, C, carries -0.62; number 2, C, carries -0.10; number 3, C, carries -0.09; number 4, C, carries -0.21